Record 1
Formula: C3H7NO2P
Source: the Open Molecules 2025 dataset
Level of theory: ωB97M-V with the def2-TZVPD basis set

Its energy above the lowest of the compared OMol25 structures with the same formula, charge and spin is 90.31 kcal/mol. The charge is +1. As for the spin multiplicity: 1. The HOMO energy (alpha / beta) is -14.6 / -14.6 eV.

Structure (XYZ):
```
14
C3H7NO2P (ωB97M-V with the def2-TZVPD basis set)
H -3.1691 -1.0527 -0.1337
H -3.6804 0.6932 0.1758
C 1.5014 -1.0194 -0.7465
C 1.6424 1.2436 0.1102
C -3.1972 -0.1775 0.4981
H 1.7211 -1.5149 -1.7162
H 2.2360 -1.3665 -0.0894
H 2.5226 1.0074 0.6930
N 1.1969 0.4088 -1.0047
P -0.2969 0.1321 -0.0642
O 0.4444 1.1298 0.9818
H -2.8085 -0.4771 1.5322
O 0.2496 -1.3625 -0.0046
H 1.6376 2.3559 -0.2319
```

=====

Record 2
Formula: C3H7NO2P
Source: the Open Molecules 2025 dataset
Level of theory: ωB97M-V with the def2-TZVPD basis set

Its energy above the lowest of the compared OMol25 structures with the same formula, charge and spin is 39.09 kcal/mol. As for the SMILES: O=P[C@@H]1[NH2+]CCO1. The charge is +1. As for the spin multiplicity: 1. The HOMO energy is -13.9 eV.

Structure (XYZ):
```
14
C3H7NO2P (ωB97M-V with the def2-TZVPD basis set)
H -0.3380 -1.6577 1.5640
H 0.0625 2.1029 -0.1883
C 0.2298 0.1019 -1.1512
H -1.3598 1.1847 -0.1083
H -0.2831 0.1373 -2.1108
O -0.0220 -1.1962 -0.4249
H 0.9121 0.3636 1.3629
C -0.1214 0.4351 1.1511
C -0.6556 -0.8883 0.8329
H -1.7176 -0.8195 0.8219
H -0.6836 1.0132 1.8886
P 2.1457 -0.5941 -1.0704
N -0.3143 1.1020 -0.2508
O 2.1453 -1.2851 -2.3167
```

=====

Record 3
Formula: C3H7NO2S
Source: the Open Molecules 2025 dataset
Level of theory: ωB97M-V with the def2-TZVPD basis set

Its energy above the lowest of the compared OMol25 structures with the same formula, charge and spin is 48.35 kcal/mol. As for the SMILES: O=C(O)NCCS. As for the spin multiplicity: 1. The HOMO energy is -9.1 eV.

Structure (XYZ):
```
14
C3H7NO2S (ωB97M-V with the def2-TZVPD basis set)
H -0.4767 -0.6517 1.5541
C -0.8341 0.0347 0.7505
O 0.6309 -2.7463 -0.3609
H 1.8017 -1.6490 -1.9071
C 0.1711 1.1907 0.6334
H -1.3166 -1.3425 -1.0611
H -0.2104 3.4843 0.7152
C 0.3801 -1.6553 -0.7516
N -0.6900 -0.9046 -0.4335
H 1.1134 0.6615 0.5612
S 0.1442 2.6107 1.7351
O 0.9848 -1.0832 -1.8265
H -1.8819 0.3733 0.7434
H 0.1837 1.6775 -0.3523
```

=====

Record 4
Formula: C3H7NO2S
Source: the Open Molecules 2025 dataset
Level of theory: ωB97M-V with the def2-TZVPD basis set

Its energy above the lowest of the compared OMol25 structures with the same formula, charge and spin is 81.71 kcal/mol. As for the SMILES: COCS/C=N\O. As for the spin multiplicity: 1. The HOMO energy is -9.0 eV.

Structure (XYZ):
```
14
C3H7NO2S (ωB97M-V with the def2-TZVPD basis set)
H -2.2831 -0.9619 1.0189
H 1.7746 1.7972 -2.1703
H 0.7095 -2.7106 -0.5472
S -0.4467 0.5522 1.4524
N -0.8492 -1.8536 0.0403
O 0.1357 1.2684 -1.0491
C -1.2499 -0.8878 0.7654
H 1.5904 0.0575 -1.8049
H 0.5604 0.8462 -3.0545
H 1.5095 0.2922 0.1236
H 1.2035 1.9605 0.6579
C 1.0288 0.9808 -2.0652
C 0.7518 1.0692 0.2236
O 0.4697 -1.7827 -0.3617
```

=====

Record 5
Formula: C3H7NO2S
Source: the Open Molecules 2025 dataset
Level of theory: ωB97M-V with the def2-TZVPD basis set

Its energy above the lowest of the compared OMol25 structures with the same formula, charge and spin is 132.71 kcal/mol. As for the spin multiplicity: 1. The HOMO energy is -8.3 eV.

Structure (XYZ):
```
14
C3H7NO2S (ωB97M-V with the def2-TZVPD basis set)
C 1.2445 -1.5511 0.0852
H 1.6695 -1.5686 1.1247
N -1.5174 0.4610 -0.2632
O 0.6479 0.6678 -0.2598
H 1.1262 2.8157 -0.3979
H 1.9072 -1.1391 -0.7874
H -0.9710 2.5687 -0.3514
H 1.5080 -2.7021 -0.0694
C 0.1963 2.0356 0.1303
H -2.3771 -1.6675 -0.1785
H 0.0294 1.8701 1.3751
O -0.0899 -1.3453 -0.1487
C -0.4228 -0.0762 -0.2696
S -2.9509 -0.3690 0.0107
```

=====

Record 6
Formula: C3H7NO3
Source: the Open Molecules 2025 dataset
Level of theory: ωB97M-V with the def2-TZVPD basis set

Its energy above the lowest of the compared OMol25 structures with the same formula, charge and spin is 28.71 kcal/mol. As for the SMILES: O=C(O)NCCO. As for the spin multiplicity: 1. The HOMO energy is -9.8 eV.

Structure (XYZ):
```
14
C3H7NO3 (ωB97M-V with the def2-TZVPD basis set)
O -2.1536 1.7718 -0.7427
H 1.6129 0.0815 2.5489
H 1.9296 -1.3748 0.9194
N -0.0890 0.9004 -0.4866
O 1.1975 0.3742 1.7576
H 0.1214 -1.2741 1.2988
C 1.0188 -0.7784 0.9238
C 0.7417 -0.2923 -0.4920
H -2.7832 -0.1942 -1.5229
H 1.6641 -0.0734 -1.0412
O -1.8282 -0.3179 -1.4909
H -0.2662 1.4075 0.3738
C -1.4357 0.8178 -0.9251
H 0.2701 -1.0480 -1.1209
```

=====

Record 7
Formula: C3H7NO3
Source: the Open Molecules 2025 dataset
Level of theory: ωB97M-V with the def2-TZVPD basis set

Its energy above the lowest of the compared OMol25 structures with the same formula, charge and spin is 107.19 kcal/mol. As for the SMILES: COC(C)=O.N=O. As for the spin multiplicity: 1. The HOMO energy is -9.1 eV.

Structure (XYZ):
```
14
C3H7NO3 (ωB97M-V with the def2-TZVPD basis set)
H -1.3112 -1.1504 -2.1162
H -2.3972 0.5029 1.6273
O 0.8500 0.4751 0.9097
H -1.2916 1.7896 1.8810
H -1.3100 0.2812 2.8443
C -0.5210 -0.7820 -1.4722
N 3.1244 -0.3928 -0.7902
C -0.3653 0.3223 0.7693
H 0.1005 -0.0802 -1.9820
O 3.0930 0.0254 -1.9359
O -1.1228 -0.3171 -0.1933
H 2.4569 0.2624 -0.2669
C -1.3896 0.6823 1.8517
H 0.0839 -1.6188 -1.1265
```

=====

Record 8
Formula: C3H7NO3
Source: the Open Molecules 2025 dataset
Level of theory: ωB97M-V with the def2-TZVPD basis set

Its energy above the lowest of the compared OMol25 structures with the same formula, charge and spin is 31.78 kcal/mol. As for the SMILES: CNC=O.O=CO. As for the spin multiplicity: 1. The HOMO energy is -9.9 eV.

Structure (XYZ):
```
14
C3H7NO3 (ωB97M-V with the def2-TZVPD basis set)
H -2.0099 -0.9049 -0.6807
H 0.9761 0.7327 1.8347
H -2.7641 0.8498 0.4683
O -1.6867 -0.0753 -1.0996
C 0.9760 -0.2203 1.2326
O 0.3409 -1.2345 1.5803
H 2.3109 -0.6688 -1.7159
C -1.9091 0.9993 -0.2720
N 1.7260 -0.1205 0.1324
H 2.3867 -2.0627 -0.5403
H 0.8011 -1.5395 -1.1444
O -1.3158 2.0379 -0.4354
H 2.1604 0.7708 -0.0139
C 1.8246 -1.1388 -0.8769
```